*a*
Entry from OMol25: a structure of composition C4H6N2O2 (ωB97M-V/def2-TZVPD).

Geometry as XYZ:
```
14
Properties=species:S:1:pos:R:3:nbo_charge:R:1
C -0.405 -0.966 -0.622 0.040
C -0.932 0.415 -1.103 -0.090
C 0.857 1.289 -0.018 0.216
C -0.989 -0.131 0.453 -0.138
H 1.635 -0.505 -1.010 0.478
H -1.036 -1.953 -0.767 0.219
H -1.621 0.525 -2.007 0.250
H 2.057 1.319 0.167 0.260
H 0.143 -0.136 2.668 0.477
H -2.011 -0.501 0.966 0.248
N 0.151 1.233 -1.152 -0.480
N 0.039 0.737 1.029 -0.216
O 1.043 -1.307 -0.489 -0.712
O 1.068 -0.020 1.884 -0.549
```

Results
Molecular weight = 114.1 g/mol
Gap between HOMO and LUMO = 0.328 Ha
Highest occupied orbital energy = -8.66 eV

=====

*b*
Entry from OMol25: an isolated molecule of C4H6N2O2 (ωB97M-V/def2-TZVPD).

Geometry as XYZ:
```
14
Properties=species:S:1:pos:R:3:nbo_charge:R:1
C 0.085 -1.741 0.469 -0.584
C -0.299 -0.253 0.153 -0.206
C 0.786 1.559 -0.508 0.326
C -0.038 -0.204 -1.521 0.701
H -0.274 -1.847 1.441 0.209
H -0.420 -2.316 -0.143 0.223
H 1.215 -2.001 0.374 0.222
H -1.322 0.012 0.230 0.176
H -1.282 1.623 1.259 0.466
H 1.116 2.601 -0.245 0.215
N 0.172 0.993 0.646 -0.154
N 0.802 0.812 -1.549 -0.589
O -0.303 1.812 1.665 -0.483
O -0.240 -1.050 -2.270 -0.523
```

Results
Molecular weight = 114.1 g/mol
Structure (SMILES) = C[C@@H]1C(=O)N=CN1O
Gap between HOMO and LUMO = 0.337 Ha
Highest occupied orbital energy = -9.12 eV

=====

*c*
Entry from OMol25: an isolated molecule of C4H6N2O2 (ωB97M-V/def2-TZVPD).

Geometry as XYZ:
```
14
Properties=species:S:1:pos:R:3:nbo_charge:R:1
C -0.054 -1.831 0.725 -0.710
C 0.068 -0.515 1.427 0.089
C 0.758 0.262 -1.405 0.530
C -0.656 2.163 -0.676 0.562
H -0.714 -1.811 -0.150 0.237
H -0.555 -2.488 1.467 0.239
H 0.919 -2.286 0.430 0.238
H 0.098 -0.443 2.528 0.204
H 1.450 -0.500 -0.946 0.126
H -1.354 2.371 0.199 0.108
N -0.119 0.656 0.944 -0.238
N -0.143 0.870 -0.419 -0.393
O 0.855 0.642 -2.541 -0.492
O -0.554 2.909 -1.583 -0.500
```

Results
Molecular weight = 114.1 g/mol
Structure (SMILES) = C/C=N\N(C=O)C=O
Gap between HOMO and LUMO = 0.381 Ha
Highest occupied orbital energy = -9.80 eV

=====

*d*
Entry from OMol25: an isolated molecule of C4H6N2O2 (ωB97M-V/def2-TZVPD).

Geometry as XYZ:
```
14
Properties=species:S:1:pos:R:3:nbo_charge:R:1
C -1.197 1.207 0.464 0.118
C 0.818 0.156 -0.450 0.018
C 1.435 -1.093 0.137 -0.363
C 0.107 -0.516 0.696 -0.143
H -1.122 -0.683 -1.363 0.428
H -2.129 1.632 0.293 0.206
H 0.440 -0.237 -1.434 0.141
H 1.454 -2.027 -0.525 0.245
H 2.255 -0.904 1.014 0.246
H 0.603 0.049 1.586 0.221
N -1.281 -0.240 0.599 -0.155
N -0.348 2.058 -0.013 -0.076
O -1.949 -0.930 -0.598 -0.539
O 0.915 1.528 -0.405 -0.348
```

Results
Molecular weight = 114.1 g/mol
Structure (SMILES) = ON1C=NO[C@H]2C[C@@H]21
Gap between HOMO and LUMO = 0.361 Ha
Highest occupied orbital energy = -9.40 eV

=====

Ordering by calculated energy gives the sequence *c*, *b*, *a*, *d*, with the first entry being the most stable.

=====

*a*
Entry from OMol25: a structure of composition C4H6N2O2 (ωB97M-V/def2-TZVPD).

Geometry as XYZ:
```
14
Properties=species:S:1:pos:R:3:nbo_charge:R:1
C 1.514 0.923 0.131 -0.401
C -0.975 0.693 -0.282 -0.149
C -1.679 -0.300 -0.233 0.483
C 0.203 -1.303 0.106 0.690
H 1.473 1.938 0.298 0.214
H 2.178 0.299 0.932 0.200
H 2.211 0.881 -0.746 0.183
H -1.150 1.783 -0.825 0.259
H -3.429 0.558 0.691 0.490
H 2.129 -1.549 -0.059 0.339
N 0.320 0.168 0.101 -0.455
N 1.233 -2.051 -0.289 -0.759
O -2.979 -0.405 0.022 -0.657
O -1.051 -1.635 0.153 -0.438
```

Results
Molecular weight = 114.1 g/mol
Gap between HOMO and LUMO = 0.278 Ha
Highest occupied orbital energy = -7.94 eV

=====

*b*
Entry from OMol25: a cluster of 2 separate species, C4H6N2O2 in total (ωB97M-V/def2-TZVPD).

Geometry as XYZ:
```
14
Properties=species:S:1:pos:R:3:nbo_charge:R:1
C -0.528 -1.401 -1.216 0.118
C 0.262 0.049 -0.907 0.043
C 0.114 0.741 1.498 0.205
C -0.830 -0.432 -0.060 -0.171
H 1.171 -1.600 0.279 0.477
H -1.331 -1.727 -1.838 0.241
H 1.233 -0.420 -0.536 0.129
H 0.674 2.545 0.502 0.389
H 0.673 1.378 2.365 0.202
H -1.598 0.491 -0.384 0.240
N -0.071 1.759 0.483 -0.393
N -0.439 -0.403 1.462 -0.417
O 0.495 -2.297 -0.677 -0.702
O 0.176 1.317 -0.970 -0.362
```

Results
Molecular weight = 114.1 g/mol
Gap between HOMO and LUMO = 0.355 Ha
Highest occupied orbital energy = -9.33 eV

=====

*c*
Entry from OMol25: an isolated molecule of C4H6N2O2 (ωB97M-V/def2-TZVPD).

Geometry as XYZ:
```
14
Properties=species:S:1:pos:R:3:nbo_charge:R:1
C -0.597 1.693 0.383 -0.095
C -0.329 0.407 -0.368 -0.083
C 0.005 -1.234 -1.777 0.151
C 0.642 -0.471 0.175 0.426
H -1.272 0.552 1.802 0.477
H 0.181 2.473 0.359 0.195
H -1.556 1.987 -0.083 0.193
H 0.009 -2.074 -2.612 0.197
H 1.343 -2.394 -0.540 0.427
H 0.896 0.090 1.877 0.520
N -0.794 -0.160 -1.567 -0.449
N 0.733 -1.559 -0.668 -0.561
O -0.558 1.306 1.761 -0.733
O 1.299 -0.616 1.258 -0.664
```

Results
Molecular weight = 114.1 g/mol
Structure (SMILES) = OCc1nc[nH]c1O
Gap between HOMO and LUMO = 0.311 Ha
Highest occupied orbital energy = -7.81 eV

=====

Ordering by calculated energy gives the sequence *c*, *a*, *b*, with the first entry being the most stable.

=====

*a*
Entry from OMol25: an isolated molecule of C4H6N2O2 (ωB97M-V/def2-TZVPD).

Geometry as XYZ:
```
14
Properties=species:S:1:pos:R:3:nbo_charge:R:1
C -0.474 0.263 -1.234 -0.047
C 0.623 -0.936 -0.811 -0.496
C 1.427 0.001 0.143 0.086
C -1.097 0.530 1.682 0.353
H -0.064 1.290 -1.298 0.185
H -0.784 0.179 -2.237 0.186
H 1.387 -1.472 -1.598 0.213
H 0.080 -1.801 -0.462 0.250
H 2.402 0.262 -0.001 0.206
H -1.133 1.058 2.678 0.197
N 1.071 0.247 1.276 -0.143
N -1.809 0.808 0.712 -0.146
O -0.157 -0.458 1.547 -0.432
O -1.472 0.029 -0.397 -0.411
```

Results
Molecular weight = 114.1 g/mol
Structure (SMILES) = C1=N\O/C=N\OCC/1
Gap between HOMO and LUMO = 0.385 Ha
Highest occupied orbital energy = -9.54 eV

=====

*b*
Entry from OMol25: an isolated molecule of C4H6N2O2 (ωB97M-V/def2-TZVPD).

Geometry as XYZ:
```
14
Properties=species:S:1:pos:R:3:nbo_charge:R:1
C 0.189 0.497 0.599 0.455
C -0.351 1.618 1.178 -0.597
C 1.245 -1.553 0.310 -0.226
C 0.175 -1.343 -0.889 0.660
H -1.035 1.245 -1.337 0.344
H -2.352 0.825 -0.656 0.353
H -1.306 1.849 0.874 0.197
H 0.539 2.345 1.634 0.231
H 1.580 -2.310 1.153 0.280
H 2.244 -1.457 -0.222 0.229
N -1.587 0.304 -1.207 -0.594
N -0.611 -0.345 -0.206 -0.338
O 1.345 0.000 0.868 -0.481
O -0.076 -1.675 -2.099 -0.514
```

Results
Molecular weight = 114.1 g/mol
Structure (SMILES) = C=C1OCC(=O)N1N
Gap between HOMO and LUMO = 0.335 Ha
Highest occupied orbital energy = -8.60 eV

=====

Ordering by calculated energy gives the sequence *b*, *a*, with the first entry being the most stable.

=====

*a*
Entry from OMol25: an isolated molecule of C4H6N2O2 (ωB97M-V/def2-TZVPD).

Geometry as XYZ:
```
14
Properties=species:S:1:pos:R:3:nbo_charge:R:1
C 0.209 1.105 0.060 0.144
C -0.371 0.524 -1.048 -0.404
C -0.472 -0.784 -0.892 0.464
C 0.327 0.107 1.005 -0.183
H 0.681 2.772 1.160 0.378
H -0.225 3.046 -0.211 0.372
H -0.783 0.898 -1.940 0.227
H -0.565 -2.602 -1.245 0.491
H 0.290 -2.684 1.371 0.473
H 0.587 0.106 2.070 0.204
N 0.463 2.485 0.212 -0.800
N -0.181 -1.078 0.513 -0.153
O -0.712 -1.794 -1.757 -0.647
O 0.752 -2.100 0.701 -0.566
```

Results
Molecular weight = 114.1 g/mol
Structure (SMILES) = Nc1cc(O)n(O)c1
Gap between HOMO and LUMO = 0.292 Ha
Highest occupied orbital energy = -7.34 eV

=====

*b*
Entry from OMol25: an isolated molecule of C4H6N2O2 (ωB97M-V/def2-TZVPD).

Geometry as XYZ:
```
14
Properties=species:S:1:pos:R:3:nbo_charge:R:1
C -1.649 -0.056 -0.007 0.385
C -0.623 -1.140 -0.216 -0.122
C 0.702 -1.171 -0.224 -0.321
C 1.488 0.091 0.043 0.779
H -2.162 1.789 -0.122 0.374
H -0.390 1.577 -0.306 0.437
H -3.412 0.343 0.538 0.320
H -0.923 -2.179 -0.314 0.231
H 1.236 -2.035 -0.489 0.234
H 3.335 0.552 0.383 0.501
N -1.364 1.210 -0.383 -0.829
N -2.786 -0.434 0.456 -0.688
O 2.776 -0.250 0.218 -0.678
O 1.206 1.272 0.060 -0.623
```

Results
Molecular weight = 114.1 g/mol
Structure (SMILES) = [H]/N=C(N)/C=C\C(=O)O
Gap between HOMO and LUMO = 0.337 Ha
Highest occupied orbital energy = -9.13 eV

=====

*c*
Entry from OMol25: an isolated molecule of C4H6N2O2 (ωB97M-V/def2-TZVPD).

Geometry as XYZ:
```
14
Properties=species:S:1:pos:R:3:nbo_charge:R:1
C -1.883 0.755 1.653 0.503
C 0.064 0.748 0.418 0.748
C 0.721 -1.195 -0.821 -0.232
C 1.626 0.115 -0.973 -0.084
H -2.794 1.495 2.172 0.165
H -1.165 -1.051 0.270 0.454
H 1.298 -1.819 -0.112 0.202
H 0.473 -1.405 -1.795 0.216
H 1.392 0.356 -2.010 0.173
H 2.596 0.177 -0.947 0.189
N -0.496 1.242 1.442 -0.606
N -0.397 -0.466 -0.214 -0.666
O -2.542 -0.257 1.183 -0.618
O 1.108 1.306 -0.265 -0.444
```

Results
Molecular weight = 114.1 g/mol
Structure (SMILES) = O=C/N=C1\NCCO1
Gap between HOMO and LUMO = 0.378 Ha
Highest occupied orbital energy = -9.73 eV

=====

*d*
Entry from OMol25: a cluster of 2 separate species, C4H6N2O2 in total (ωB97M-V/def2-TZVPD).

Geometry as XYZ:
```
14
Properties=species:S:1:pos:R:3:nbo_charge:R:1
C -0.329 0.504 -0.278 0.013
C -3.506 -0.067 0.516 1.008
C -0.622 1.670 0.429 -0.781
C 0.457 -0.456 0.610 -0.193
N 0.971 -2.342 -0.627 -0.586
N 1.062 -1.626 0.518 -0.089
O -3.992 0.586 -0.251 -0.498
O -3.146 -0.742 1.346 -0.511
H -0.062 1.963 1.461 0.161
H -0.539 2.739 0.043 0.262
H -1.733 1.495 0.729 0.275
H 1.421 -3.293 -0.738 0.398
H 0.724 0.017 1.489 0.156
H 0.309 -2.055 -1.369 0.385
```

Results
Molecular weight = 114.1 g/mol
Gap between HOMO and LUMO = 0.268 Ha
Highest occupied orbital energy = -8.21 eV

=====

Ordering by calculated energy gives the sequence *b*, *a*, *c*, *d*, with the first entry being the most stable.

=====

*a*
Entry from OMol25: an isolated molecule of C4H6N2O2 (ωB97M-V/def2-TZVPD).

Geometry as XYZ:
```
14
Properties=species:S:1:pos:R:3:nbo_charge:R:1
C -0.487 -0.111 1.214 -0.264
C -1.765 -0.488 0.805 -0.092
C 0.369 0.384 0.207 0.154
C 1.847 0.430 0.381 -0.656
N -1.903 -0.657 -0.474 0.183
N -0.081 0.523 -1.010 -0.117
O 0.961 0.304 -1.956 -0.556
O -2.782 -0.618 -1.297 -0.301
H -0.344 -0.283 2.265 0.230
H -2.606 -0.940 1.285 0.234
H 2.281 -0.607 -0.059 0.240
H 2.123 1.324 -0.147 0.240
H 2.010 0.349 1.479 0.221
H 0.378 0.391 -2.693 0.486
```

Results
Molecular weight = 114.1 g/mol
Structure (SMILES) = CC(/C=C\N=O)=N\O
Gap between HOMO and LUMO (alpha / beta) = 0.281 / 0.282 Ha
Highest occupied orbital energy (alpha / beta) = -7.96 / -8.30 eV

=====

*b*
Entry from OMol25: an isolated molecule of C4H6N2O2 (ωB97M-V/def2-TZVPD).

Geometry as XYZ:
```
14
Properties=species:S:1:pos:R:3:nbo_charge:R:1
C -1.845 -1.629 1.190 -0.414
C 0.644 0.853 0.415 -0.191
C 0.914 0.802 -1.050 0.387
C 2.041 1.611 -1.438 0.345
H -1.424 -2.634 1.127 0.205
H -2.795 -1.552 0.714 0.200
H -2.012 -1.332 2.261 0.224
H -1.023 -0.589 -0.779 0.424
H 1.280 1.348 1.116 0.214
H 2.403 1.505 -2.452 0.126
N -0.889 -0.798 0.318 -0.372
N -0.116 0.001 0.965 -0.148
O 0.329 -0.004 -1.706 -0.549
O 2.492 2.418 -0.682 -0.452
```

Results
Molecular weight = 114.1 g/mol
Structure (SMILES) = CN/N=C\C(=O)C=O
Gap between HOMO and LUMO = 0.299 Ha
Highest occupied orbital energy = -8.88 eV

=====

Ordering by calculated energy gives the sequence *b*, *a*, with the first entry being the most stable.

=====

*a*
Entry from OMol25: a cluster of 2 separate species, C4H12NO in total (ωB97M-V/def2-TZVPD).

Geometry as XYZ:
```
18
Properties=species:S:1:pos:R:3:nbo_charge:R:1
C 0.395 -1.261 0.186 -0.194
C -1.049 -0.898 0.280 -0.483
C -1.400 0.241 1.183 -0.231
C -1.506 0.155 2.497 -0.333
N 1.183 -0.264 -0.674 -0.692
H 0.828 -1.241 1.184 0.239
H 0.562 -2.177 -0.367 0.226
H -1.461 -0.687 -0.719 0.222
H -1.559 -1.846 0.495 0.259
H -1.497 1.213 0.712 0.208
H -1.649 1.061 3.069 0.219
H -1.361 -0.764 3.050 0.203
H 0.692 0.076 -1.509 0.456
H 1.503 0.620 -0.267 0.448
H 1.939 -0.720 -1.195 0.443
H 1.985 2.570 -2.122 0.507
H 0.943 2.055 -3.305 0.515
O 1.451 1.867 -2.497 -1.014
```

Results
Net charge = +1
Molecular weight = 90.1 g/mol
Gap between HOMO and LUMO = 0.375 Ha
Highest occupied orbital energy = -13.64 eV

=====

*b*
Entry from OMol25: a cluster of 2 separate species, C4H12NO in total (ωB97M-V/def2-TZVPD).

Geometry as XYZ:
```
18
Properties=species:S:1:pos:R:3:nbo_charge:R:1
C 0.592 0.976 -0.620 -0.223
N -0.092 0.734 0.699 -0.521
C 0.187 -0.732 1.051 -0.222
C 0.808 -1.364 -0.190 -0.431
C 1.612 -0.152 -0.716 -0.419
H 0.941 1.998 -0.723 0.242
H -0.209 0.848 -1.351 0.214
H 0.344 1.306 1.407 0.432
H -1.113 0.827 0.646 0.475
H 0.989 -0.682 1.779 0.220
H -0.685 -1.233 1.447 0.249
H 0.232 -1.855 -0.966 0.243
H 1.517 -2.106 0.182 0.249
H 2.395 0.130 -0.011 0.209
H 2.138 -0.290 -1.655 0.263
H -3.691 0.639 0.315 0.501
H -3.055 0.642 -1.100 0.495
O -2.913 0.313 -0.193 -0.976
```

Results
Net charge = +1
Molecular weight = 90.1 g/mol
Gap between HOMO and LUMO = 0.479 Ha
Highest occupied orbital energy = -16.11 eV

=====

Ordering by calculated energy gives the sequence *b*, *a*, with the first entry being the most stable.